A single C11H15NO5 molecule, computed with ωB97M-V/def2-TZVPD.

Geometry as XYZ:
```
32
C11H15NO5, DFT ωB97M-V/def2-TZVPD
C -4.74456 -1.08667 -0.00700
H -5.04880 -2.11397 -0.20190
O -3.36501 -1.04452 -0.26754
C -2.70829 0.13509 -0.08087
C -3.29810 1.32251 0.31598
C -2.53355 2.47144 0.47117
C -1.17858 2.43687 0.22895
C -0.57036 1.25313 -0.16888
C -1.31724 0.09914 -0.32635
O -0.83992 -1.11539 -0.73265
C 0.54108 -1.29116 -0.90651
H 0.63251 -2.23487 -1.45777
H 0.97618 -0.49175 -1.51912
C 1.31358 -1.40997 0.41947
O 0.92100 -2.53132 1.16297
H 0.82931 -3.29127 0.57564
H 1.09926 -0.54881 1.06073
C 2.83055 -1.45417 0.13812
H 3.36226 -1.47694 1.09430
H 3.08503 -2.33765 -0.45284
O 3.26668 -0.34574 -0.63509
C 3.40978 0.82907 0.03091
O 3.24032 0.97426 1.21053
N 3.74247 1.81502 -0.83578
H 4.00550 2.70894 -0.46118
H 3.98934 1.58465 -1.78144
H 0.49361 1.25295 -0.34506
H -0.57654 3.32393 0.35100
H -3.01070 3.38737 0.78454
H -4.35764 1.36774 0.51128
H -5.30233 -0.41407 -0.66794
H -4.96695 -0.83636 1.03581
```

The calculation puts the LUMO energy at 0.02636 Ha. Its SMILES is COc1ccccc1OC[C@@H](O)COC(N)=O. Its energy relative to the best compared isomer or geometry (same formula, charge and spin) is 23.19 kcal/mol.

---

A molecular structure, C11H15NPRu in a non-equilibrium geometry, computed with ωB97M-V/def2-TZVPD.

Geometry as XYZ:
```
29
C11H15NPRu, DFT ωB97M-V/def2-TZVPD
C 0.81507 -1.69534 -0.42866
C 0.46369 -2.83654 0.26116
C -0.69578 -2.91203 1.04043
C -1.64157 -1.86874 1.11362
C -1.70302 -0.78993 0.21697
Ru 0.00718 -0.11475 0.24363
P 1.03171 0.86442 -1.53263
H 1.61955 -1.76445 -1.16432
H 1.13858 -3.69141 0.17067
H -0.91706 -3.85249 1.53909
H -2.68901 -0.33055 0.06766
H -2.47178 -1.98622 1.83410
H 0.18427 1.53505 -2.46347
H 1.65675 -0.09032 -2.38804
H 2.13856 1.74581 -1.27823
N -0.76023 1.86590 0.73001
C -0.11545 3.15082 0.46098
C -0.62059 3.95493 -0.56125
C 0.00530 5.17830 -0.82180
C 1.09486 5.58213 -0.04988
C 1.59053 4.76027 0.96589
C 0.97490 3.52636 1.23347
H -1.64577 1.83124 0.21992
H -1.00673 1.82925 1.71132
H -1.44793 3.59219 -1.18284
H -0.35782 5.80891 -1.63097
H 1.57140 6.54274 -0.24978
H 2.45685 5.06122 1.54511
H 1.36481 2.83093 1.98493
```

The calculation puts the LUMO energy (spin up / spin down) at 0.02469 / -0.02776 Ha. As for the multiplicity: 6. Its expectation value of S² is 8.78. Its energy relative to the best compared isomer or geometry (same formula, charge and spin) is 15.83 kcal/mol.

---

2 unconnected molecules or ions with the total composition C11H15NS in a non-equilibrium geometry, computed with ωB97M-V/def2-TZVPD.

Geometry as XYZ:
```
28
C11H15NS, DFT ωB97M-V/def2-TZVPD
C -0.22168 2.97159 -1.14022
C -0.26442 1.12339 0.58403
C 0.42900 1.98979 -0.21095
C 1.83596 0.37027 0.59144
C 1.78630 1.53373 -0.20275
C 2.96472 -0.44980 0.66336
C 3.00461 1.93395 -0.79646
C 4.08076 -0.10010 -0.06310
C 4.06454 1.06967 -0.85428
N 0.56071 0.12587 1.04348
H -1.33413 1.07997 0.73593
H 0.27728 -0.51777 1.75997
H 0.31978 3.92144 -1.10849
H -1.20601 3.22710 -0.75346
H 3.00541 -1.25125 1.38421
H 3.03792 2.92965 -1.21140
H 4.98946 -0.67251 0.07087
H 4.93286 1.37256 -1.40893
H -0.13309 2.67695 -2.18657
C -4.20469 -3.44907 -0.52773
C -2.89214 -1.72722 1.16371
S -2.84233 -2.28420 -0.56411
H -5.10903 -3.04177 -0.07721
H -4.50372 -3.81173 -1.50459
H -3.96502 -4.27515 0.14624
H -2.57892 -0.68945 1.07227
H -2.15186 -2.21189 1.80856
H -3.88228 -1.84402 1.58618
```

The calculation puts the LUMO energy at 0.02986 Ha. Its SMILES is Cc1c[nH]c2ccccc12.CSC. Its energy relative to the best compared isomer or geometry (same formula, charge and spin) is 15.97 kcal/mol.

---

In the order shown, the computed calculated total energy values come out to -23377.7068 -25002.2423 -23975.2634 eV.